Entry 1:
Molecular formula: C8H13ClINO
Method: DFT, the ωB97M-V functional and the def2-TZVPD basis

Structure (XYZ):
```
25
Properties=species:S:1:pos:R:3:forces:R:3
H 1.9878 -0.1896 2.5772 0.9 0.2 3.0
N 1.6463 -0.3083 1.6908 -1.2 0.1 -2.3
C 0.4009 -0.4588 1.5999 -0.7 -0.5 -1.8
C -0.2258 -0.6852 0.1977 5.0 -2.3 0.6
C -1.6695 -0.5914 0.2101 -1.2 -1.6 1.1
C 0.4183 -2.0898 -0.2228 0.7 -0.1 -0.4
C 0.4127 0.2452 -0.7945 1.9 2.6 2.3
C -0.0084 1.7722 -0.7029 -1.8 -0.7 0.1
C 0.2459 2.5147 0.6502 -0.2 -0.7 -2.1
O -0.3616 2.2503 1.6362 -0.3 -0.1 1.0
C 1.2513 3.6442 0.5371 -0.5 1.0 -1.2
Cl 1.2395 4.6783 2.0123 0.0 -0.4 -1.1
I 3.2064 2.8588 0.1184 -0.2 0.1 0.1
H -0.4202 -0.5970 2.3001 0.6 0.3 1.3
H -1.6731 0.4528 0.3938 -1.9 1.1 -0.1
H -2.0937 -1.1241 1.1289 0.3 0.6 -1.4
H -2.0890 -0.9796 -0.7422 -0.2 0.6 0.7
H 1.5376 -2.1031 -0.3858 -1.0 0.9 0.5
H 0.0568 -2.2356 -1.2539 -0.4 -0.8 0.5
H 0.3357 -2.9457 0.4947 -0.9 0.7 -0.7
H 0.0906 0.0225 -1.7258 -0.9 -1.2 -3.2
H 1.5402 0.1287 -0.7695 -1.4 0.3 0.1
H -1.1291 1.8414 -1.0667 1.8 0.0 1.5
H 0.4286 2.2938 -1.5218 1.0 0.4 -0.5
H 0.9527 4.1789 -0.4638 0.7 -0.4 2.3
```
Forces are in eV/Å.

## Properties
SMILES: [H]/N=C/C(C)(C)CCC(=O)[C@@H](Cl)I
electronic energy: -32665.291 eV
frontier orbital gap: 9.30 eV
M: 301.56 g/mol
max |F|: 5.6 eV/Å

Entry 2:
Molecular formula: C30H21BrN7V
Method: DFT, the ωB97M-V functional and the def2-TZVPD basis

Structure (XYZ):
```
60
Properties=species:S:1:pos:R:3:forces:R:3
V 0.1822 -0.2630 -0.1110 -0.3 0.4 0.1
C 2.6697 2.4901 -2.4375 0.0 0.0 0.0
C 3.1519 3.4076 -1.5083 0.0 0.0 0.0
C 2.8957 3.1725 -0.1772 0.0 0.0 0.0
C 2.1441 2.0675 0.2164 0.0 0.0 0.1
N 1.5903 1.2090 -0.6925 0.0 0.1 0.1
C 1.9095 1.4407 -1.9964 0.0 -0.1 0.0
N 2.0734 1.8829 1.5783 0.0 0.0 -0.1
C 1.3631 1.0542 2.2013 -0.2 -0.1 0.1
N 0.3761 0.1438 1.6156 0.3 -0.1 0.7
C -0.3961 -0.3916 2.7396 0.1 0.2 0.0
N -1.4743 -1.0328 2.6638 0.0 -0.1 -0.1
C -2.1261 -1.4420 1.5229 0.0 0.0 0.1
C -3.3871 -1.9910 1.7450 0.0 0.0 0.0
C -4.0993 -2.5520 0.7103 0.0 0.0 0.0
C -3.5054 -2.5849 -0.5482 0.0 0.0 0.0
C -2.2785 -2.0012 -0.7150 0.1 0.0 0.0
N -1.5705 -1.3887 0.2746 0.0 0.1 0.1
C 0.2868 0.0028 3.9612 -0.1 -0.1 0.0
C 0.0006 -0.3414 5.2712 0.0 0.0 0.0
C 0.8144 0.2065 6.2551 0.0 0.0 0.0
C 1.8655 1.0703 5.9335 0.0 0.0 0.0
C 2.1404 1.4172 4.6165 0.0 0.0 0.0
C 1.3301 0.8602 3.6419 0.1 0.1 0.0
H 2.8759 2.5891 -3.4936 0.0 0.0 0.0
H 3.7340 4.2654 -1.8183 0.0 0.0 0.0
H 3.2842 3.8081 0.6052 0.0 0.0 0.0
H 1.5328 0.7420 -2.7230 0.0 0.0 0.0
H -3.7577 -1.9794 2.7597 0.0 0.0 0.0
H -5.0796 -2.9782 0.8783 0.0 0.0 0.0
H -3.9896 -3.0533 -1.3931 0.0 0.0 0.0
H -1.8314 -2.0229 -1.6936 0.0 0.0 0.0
H -0.8198 -1.0013 5.5166 0.0 0.0 0.0
H 0.6286 -0.0339 7.2932 0.0 0.0 0.0
H 2.4721 1.4813 6.7291 0.0 0.0 0.0
H 2.9455 2.0932 4.3645 0.0 0.0 0.0
Br -4.5105 4.1764 -3.5239 0.0 0.0 0.0
C -3.2868 2.8580 -3.0656 0.0 0.0 0.0
C -2.8440 1.9570 -4.0392 0.0 0.0 0.0
C -1.9353 0.9733 -3.7111 0.0 0.0 0.0
C -1.4659 0.8907 -2.3987 0.1 -0.1 0.0
C -1.9096 1.7911 -1.4297 0.0 0.1 0.0
C -2.8179 2.7759 -1.7531 0.0 0.0 0.0
N -0.5391 -0.0730 -1.9580 -0.2 0.0 -0.7
C 0.0126 -1.0068 -2.6631 0.0 -0.1 0.0
C 0.9679 -1.9431 -2.0559 0.0 0.0 0.0
C 1.5664 -2.9447 -2.7908 0.0 0.0 0.0
C 2.4658 -3.8036 -2.1586 0.0 0.0 0.0
C 2.7378 -3.6337 -0.8129 0.0 0.0 0.0
C 2.1088 -2.6100 -0.1187 0.0 0.0 0.0
N 1.2477 -1.7875 -0.7237 0.2 -0.3 -0.2
H -3.2179 2.0355 -5.0506 0.0 0.0 0.0
H -1.6082 0.2883 -4.4825 0.0 0.0 0.0
H -1.5467 1.7324 -0.4010 0.0 0.0 0.0
H -3.1670 3.4776 -1.0090 0.0 0.0 0.0
H -0.2101 -1.1294 -3.7201 0.0 0.0 0.0
H 1.3353 -3.0551 -3.8426 0.0 0.0 0.0
H 2.9450 -4.5955 -2.7197 0.0 0.0 0.0
H 3.4294 -4.2811 -0.2916 0.0 0.0 0.0
H 2.2906 -2.4392 0.9342 0.0 0.0 0.0
```
Forces are in eV/Å.

## Properties
electronic energy: -137586.546 eV
multiplicity: 2
frontier orbital gap (spin up / spin down): 4.72 / 5.37 eV
M: 610.40 g/mol
total charge: +3
max |F|: 0.8 eV/Å

Entry 3:
Molecular formula: C12H20N4O7S2
Method: DFT, the ωB97M-V functional and the def2-TZVPD basis

Structure (XYZ):
```
45
Properties=species:S:1:pos:R:3:forces:R:3
C 1.8565 -0.4757 -2.6808 -0.7 0.6 0.5
C 1.4953 0.6802 -1.5894 1.8 -1.1 -0.8
C 2.7063 1.7603 -1.5094 -0.3 -1.3 -2.0
O 3.2153 1.8967 -0.1537 -2.1 2.5 0.1
C 2.6288 2.9963 0.5040 2.4 1.5 2.7
O 3.2740 3.5555 1.4291 -2.3 -2.3 -3.4
C 1.1615 3.5600 0.1854 -0.2 -1.3 0.1
S 0.4461 4.1284 1.8351 0.5 -0.1 -0.4
N -0.7212 2.9279 2.2879 -0.1 0.8 -1.3
N -2.0122 3.1479 2.0072 0.2 -2.4 1.2
N -2.7657 2.1167 2.4546 5.1 -0.9 1.4
C -1.8039 1.2210 3.0557 0.6 1.3 -1.2
N -0.4679 1.7485 2.9156 -4.6 -0.9 0.7
C 0.8531 1.1899 3.3299 1.2 -1.2 -1.1
C 1.1582 -0.0177 2.2915 -0.8 -2.7 -3.3
O 0.3176 -0.4579 1.4791 2.4 2.4 3.2
O 2.4617 -0.6187 2.2346 -1.9 2.5 0.5
O 0.2555 1.2839 -2.0465 -0.7 -0.7 2.0
C -0.8682 0.7898 -1.3253 -2.9 1.1 2.3
O -1.5969 1.5974 -0.6827 3.5 -2.1 -2.4
C -1.3136 -0.7470 -1.3103 0.5 0.6 -1.5
S -3.1744 -0.8149 -1.5936 -0.1 -0.1 0.2
H 1.4561 -0.0589 -3.6794 0.8 -0.9 1.5
H 2.9712 -0.6952 -2.7359 -1.5 0.3 0.1
H 1.2836 -1.4246 -2.4003 0.9 1.3 -0.6
H 1.4299 0.2391 -0.5299 -0.3 0.6 -1.6
H 2.4443 2.7498 -2.0173 0.2 -1.2 1.0
H 3.5658 1.3107 -2.1290 -1.2 0.8 1.2
H 1.1509 4.4650 -0.5108 0.1 -1.3 1.0
H 0.4435 2.7525 -0.1823 0.8 1.2 0.1
H -2.0212 0.2067 3.5416 0.3 1.8 -0.9
H 1.7111 1.9456 3.1822 -1.6 -0.9 0.4
H 0.8312 0.7525 4.3809 -0.1 0.9 -1.3
H 2.7108 -0.5999 1.2792 -0.4 -0.4 0.8
H -1.0945 -1.2902 -0.3349 -0.5 0.8 -1.2
H -0.8519 -1.3430 -2.1697 -0.5 1.0 1.3
H -3.5272 0.3696 -2.2520 1.1 -0.7 0.5
C -2.0537 -5.6821 -0.5609 -0.1 -0.8 -0.5
C -2.8720 -4.4834 -1.0870 0.8 -1.0 0.6
O -2.6657 -3.4551 -0.2590 -0.1 1.5 0.0
H -2.3670 -5.9777 0.4455 0.0 0.2 0.0
H -2.1976 -6.5511 -1.2177 0.1 -0.2 0.0
H -0.9807 -5.4635 -0.5385 -0.1 0.2 0.0
H -3.9065 -4.8661 -1.1952 -0.5 0.2 0.3
H -2.5667 -4.3691 -2.1475 0.3 0.4 -0.3
```
Forces are in eV/Å.

## Properties
electronic energy: -54720.383 eV
frontier orbital gap: 2.11 eV
M: 396.45 g/mol
max |F|: 5.4 eV/Å

Entry 4:
Molecular formula: C6H14N2O
Method: DFT, the ωB97M-V functional and the def2-TZVPD basis

Structure (XYZ):
```
23
Properties=species:S:1:pos:R:3:forces:R:3
C -0.1635 -0.2850 1.8531 0.0 0.1 0.0
C 0.2073 -1.7381 1.7359 0.0 -0.1 0.0
C -1.4677 0.0733 -0.7846 0.0 0.2 -0.1
N -1.1273 -1.1827 -1.1535 0.1 0.0 0.0
O -2.4866 0.6710 -0.9565 0.4 -0.1 0.1
H -0.3234 -1.5943 -0.7017 0.0 0.1 0.1
H -1.9151 -1.8020 -1.2876 0.0 0.1 0.0
H -0.6505 -0.0518 2.8023 0.0 0.0 0.0
H -0.7647 0.1220 1.0233 0.0 0.0 0.0
H 0.9403 -1.9283 0.9313 0.0 0.0 0.0
H 0.6837 -2.0799 2.6599 0.0 0.0 -0.1
H -0.6318 -2.4377 1.5617 0.0 0.1 0.0
C -0.2917 2.3654 -0.1539 0.1 -0.2 -0.1
N -0.0030 1.0968 -0.8758 -0.3 -0.1 0.1
C 1.2817 0.5225 -0.5461 -0.1 -0.3 -0.2
C 1.8964 -0.3445 -1.3576 -0.2 0.2 0.2
H -0.0394 1.2714 -1.8789 0.0 0.0 0.0
H 1.6033 0.7718 0.4570 0.0 0.1 0.0
H -1.3336 2.6283 -0.3166 0.0 0.0 0.0
H -0.1078 2.1866 0.9034 0.0 0.0 0.0
H 0.3623 3.1489 -0.5344 0.0 0.0 0.0
H 2.8592 -0.7470 -1.0795 0.0 0.0 0.0
H 1.4716 -0.6666 -2.3011 0.0 0.1 0.0
```
Forces are in eV/Å.

## Properties
electronic energy: -11471.524 eV
frontier orbital gap (spin up / spin down): 6.67 / 5.38 eV
M: 130.19 g/mol
max |F|: 0.5 eV/Å

Entry 5:
Molecular formula: C7H7NO
Method: DFT, the ωB97M-V functional and the def2-TZVPD basis

Structure (XYZ):
```
16
Properties=species:S:1:pos:R:3:forces:R:3
C 2.5160 0.6458 0.3200 -5.6 -4.3 10.7
C 1.6893 -0.4892 -0.1167 3.6 -5.6 -1.0
O 2.2448 -1.5922 -0.5220 -2.0 4.7 1.6
C 0.2946 -0.3947 -0.0784 -6.2 -1.1 -0.1
C -0.4059 0.7996 -0.2985 3.8 2.7 -0.7
C -1.7499 0.9303 -0.2369 2.9 -9.6 1.1
C -2.4706 -0.2886 -0.0903 -3.9 2.9 0.8
C -1.8224 -1.4294 0.1709 1.0 -4.0 0.3
N -0.4728 -1.5046 0.1339 0.6 0.1 0.4
H 2.3408 1.1953 1.3510 -0.3 -1.4 -2.1
H 2.4957 1.2309 -0.3365 -0.1 9.3 -9.7
H 3.3458 0.2173 0.3646 7.7 -3.0 0.5
H 0.2750 1.7095 -0.6153 -1.7 -1.6 0.9
H -2.1928 1.7149 -0.4191 -4.4 8.0 -1.7
H -3.6626 -0.2606 -0.0122 2.8 0.0 -0.4
H -2.4249 -2.4844 0.3854 1.8 3.0 -0.6
```
Forces are in eV/Å.

## Properties
SMILES: CC(=O)c1ccccn1
electronic energy: -10905.734 eV
frontier orbital gap: 9.52 eV
M: 121.14 g/mol
max |F|: 13.4 eV/Å